Entry 1:
ORCA calculation (ωB97M-V/def2-TZVPD) on C8H23KNO4 as an isolated structure in a non-equilibrium geometry.

Its max |F| is 1.3 eV/A. The value obtained for the energy above the lowest of the compared OMol25 structures with the same formula, charge and spin is 13.24 kJ/mol. As for the net charge: +1. Its HOMO energy is -12.21 eV. As for the HOMO-LUMO gap: 0.3459 Eh. The calculation puts the total energy at -34668.520 eV.

Last column: natural (NBO) charge in e.
Element x y z (Å)
K 0.287 -0.755 -0.402  0.942
C -2.465 -2.369 1.650  -0.253
O -2.050 -1.161 1.041  -0.577
C -2.947 -0.093 1.239  -0.069
C -2.580 1.010 0.249  -0.228
N -1.196 1.439 0.428  -0.669
C -0.730 2.532 -0.418  -0.239
C 0.752 2.804 -0.293  -0.070
O 1.447 1.572 -0.441  -0.587
C 2.827 1.667 -0.136  -0.251
H -3.540 -2.542 1.547  0.185
H -2.263 -2.367 2.730  0.176
H -1.908 -3.192 1.209  0.194
H -2.844 0.303 2.254  0.176
H -3.961 -0.380 0.951  0.193
H -3.288 1.840 0.366  0.190
H -2.638 0.566 -0.750  0.191
H -0.992 1.612 1.406  0.364
H -1.296 3.446 -0.180  0.190
H -1.012 2.301 -1.451  0.199
H 0.942 3.180 0.722  0.174
H 1.056 3.519 -1.059  0.196
H 3.270 0.692 -0.337  0.183
H 2.952 1.892 0.928  0.182
H 3.313 2.430 -0.747  0.188
C 1.896 0.569 -3.803  -0.246
O 0.999 -0.368 -3.187  -0.755
H 1.355 1.510 -3.832  0.191
H 2.786 0.712 -3.187  0.166
H 2.161 0.249 -4.807  0.187
H 1.396 -1.244 -3.211  0.466
C 1.260 -3.704 2.230  -0.252
O 1.216 -2.915 1.039  -0.762
H 0.250 -3.723 2.636  0.188
H 1.628 -4.709 2.038  0.186
H 1.877 -3.236 3.003  0.178
H 2.042 -3.086 0.577  0.473

---

Entry 2:
ORCA calculation (ωB97M-V/def2-TZVPD) on one molecule with the formula C4H10NO2PS2 in a non-equilibrium geometry.

Its max |F| is 3.5 eV/A. The value obtained for the energy above the lowest of the compared OMol25 structures with the same formula, charge and spin is 125.50 kJ/mol. The SMILES is CN=[P@@](O)(OC)SC(C)=S. As for the net charge: 0. Its HOMO energy is -8.71 eV. As for the HOMO-LUMO gap: 0.2877 Eh. The calculation puts the total energy at -40853.783 eV.

Last column: natural (NBO) charge in e.
Element x y z (Å)
C 1.949 0.203 -0.435  -0.241
C 2.366 1.484 -1.110  -0.709
C -0.939 1.942 0.812  -0.426
C -2.243 -2.491 -0.287  -0.269
N -0.298 0.727 1.178  -1.066
O 0.035 -1.828 1.278  -0.992
O -1.935 -1.152 -0.088  -0.819
P -0.500 -0.599 0.367  2.106
S 2.589 -0.283 0.991  0.096
S 0.673 -0.525 -1.393  -0.036
H 3.430 1.557 -1.050  0.237
H 2.129 1.535 -2.183  0.226
H 1.954 2.437 -0.706  0.264
H -0.928 2.260 -0.289  0.164
H -1.941 2.040 1.234  0.189
H -0.413 2.864 1.235  0.184
H -3.278 -2.595 -0.805  0.210
H -2.205 -2.907 0.810  0.205
H -1.411 -3.111 -0.893  0.189
H 0.965 -1.558 1.333  0.488

---

Entry 3:
ORCA calculation (ωB97M-V/def2-TZVPD) on a 9-piece molecular cluster, C39H52N8O3 overall in a non-equilibrium geometry.

Its max |F| is 5.0 eV/A. The SMILES is O=C1OCCO1.c1ccncc1.c1ccncc1.c1ccncc1.c1ccncc1.CCCC#N.CCCC#N.CCCC#N.CCCC#N. As for the net charge: 0. Its HOMO energy is -9.42 eV. As for the HOMO-LUMO gap: 0.3558 Eh. The calculation puts the total energy at -59344.384 eV.

Last column: Mulliken charge in e.
Element x y z (Å)
N -12.826 -19.560 -1.529  -0.021
C -12.923 -19.472 -0.139  -0.343
C -14.091 -19.984 0.563  -0.590
C -15.092 -20.447 -0.228  -0.238
C -15.066 -20.403 -1.624  -1.017
C -13.919 -20.007 -2.215  0.073
H -12.184 -19.070 0.538  0.370
H -14.326 -19.849 1.608  0.424
H -15.914 -20.690 0.429  0.367
H -15.888 -20.676 -2.267  0.439
H -13.701 -20.049 -3.272  0.499
N -12.855 -17.979 -5.055  0.310
C -14.095 -17.878 -5.602  -0.349
C -14.579 -16.699 -6.099  -0.679
C -13.811 -15.496 -5.893  -0.388
C -12.607 -15.622 -5.314  -1.076
C -12.068 -16.850 -4.926  0.215
H -14.783 -18.702 -5.483  0.401
H -15.546 -16.585 -6.566  0.441
H -14.077 -14.529 -6.293  0.386
H -11.924 -14.789 -5.230  0.451
H -11.104 -16.951 -4.450  0.236
N -8.898 -25.567 -6.717  -0.362
C -8.327 -26.844 -6.805  -0.429
C -6.983 -26.983 -6.291  -0.295
C -6.233 -25.887 -5.819  -0.362
C -6.883 -24.651 -5.828  -0.373
C -8.193 -24.576 -6.166  -0.109
H -8.750 -27.564 -7.490  0.356
H -6.455 -27.922 -6.220  0.324
H -5.183 -25.973 -5.578  0.388
H -6.372 -23.720 -5.632  0.380
H -8.673 -23.609 -6.147  0.466
N -8.920 -14.446 0.061  -0.605
C -9.886 -13.912 -0.673  -0.314
C -10.442 -14.656 -1.709  -0.508
C -10.145 -15.981 -1.973  0.441
C -9.127 -16.498 -1.151  -0.580
C -8.513 -15.730 -0.211  -0.407
H -10.358 -12.963 -0.466  0.353
H -11.302 -14.288 -2.249  0.360
H -10.667 -16.614 -2.674  0.321
H -8.816 -17.523 -1.286  0.528
H -7.817 -16.089 0.533  0.398
C -10.964 -20.718 -4.583  1.241
C -10.382 -20.003 -3.342  1.301
O -8.972 -20.230 -3.417  -0.439
C -8.779 -21.097 -4.431  0.298
O -7.697 -21.489 -4.855  -0.585
O -9.908 -21.461 -4.961  -0.045
H -11.318 -20.013 -5.335  -0.720
H -11.739 -21.403 -4.239  -0.554
H -10.762 -20.501 -2.450  0.183
H -10.606 -18.942 -3.450  -0.687
C -7.667 -16.528 -5.325  -1.113
C -7.090 -16.719 -3.911  0.428
C -6.262 -18.056 -3.694  -0.002
C -5.353 -18.255 -4.719  0.030
N -4.628 -18.321 -5.570  -0.519
H -8.265 -17.390 -5.621  0.001
H -6.995 -16.378 -6.170  0.471
H -8.371 -15.699 -5.392  0.398
H -7.839 -16.890 -3.138  -0.455
H -6.489 -15.831 -3.715  0.427
H -6.833 -18.978 -3.590  -0.163
H -5.786 -17.970 -2.717  0.476
C -8.227 -19.148 -8.408  -1.166
C -9.653 -19.510 -8.639  -0.185
C -10.706 -18.492 -8.009  1.081
C -10.466 -17.159 -8.508  -0.131
N -10.238 -16.032 -8.773  -0.589
H -7.893 -19.219 -7.373  0.140
H -7.989 -18.114 -8.660  0.406
H -7.466 -19.853 -8.743  0.388
H -9.971 -20.498 -8.307  0.117
H -9.906 -19.530 -9.699  0.392
H -10.707 -18.465 -6.920  -0.731
H -11.757 -18.698 -8.215  0.347
C -12.916 -22.042 -7.955  -1.016
C -12.590 -23.513 -7.515  0.008
C -13.660 -24.044 -6.602  -0.720
C -14.137 -23.042 -5.567  0.201
N -14.553 -22.257 -4.880  -0.317
H -12.426 -21.918 -8.921  0.399
H -12.537 -21.214 -7.356  0.074
H -13.987 -21.843 -8.005  0.406
H -11.578 -23.454 -7.116  -0.081
H -12.572 -24.079 -8.447  0.350
H -13.408 -25.022 -6.193  0.373
H -14.507 -24.268 -7.252  0.384
C -11.840 -24.091 -2.511  -0.695
C -12.264 -24.573 -1.198  -0.750
C -13.761 -24.372 -0.805  -0.147
C -14.731 -24.953 -1.710  0.228
N -15.451 -25.355 -2.499  -0.491
H -12.112 -24.881 -3.209  0.328
H -10.772 -23.949 -2.680  0.466
H -12.273 -23.145 -2.837  -0.082
H -11.575 -24.059 -0.528  0.399
H -11.867 -25.582 -1.086  0.332
H -13.949 -23.380 -0.393  0.083
H -14.156 -24.927 0.046  0.349

---

- Among the records above, which one has the lowest max |F|?
  C8H23KNO4

---

- Among the records above, which one has the highest max |F|?
  C39H52N8O3

---

- Which of these has the highest HOMO-LUMO gap?
  C39H52N8O3